Record 1
Computed, not measured: the molecule C19H23ClN2O5 at a distorted geometry, with ωB97M-V/def2-TZVPD.

CARTESIAN COORDINATES (ANGSTROEM)
C (0.099, 6.879, -1.155)
O (0.153, 5.891, -0.153)
C (0.965, 4.818, -0.342)
C (0.992, 3.874, 0.681)
C (1.785, 2.747, 0.590)
C (2.578, 2.526, -0.530)
O (3.408, 1.455, -0.724)
C (3.448, 0.446, 0.254)
C (2.160, -0.306, 0.356)
C (1.322, -0.820, -0.590)
C (0.266, -1.392, 0.168)
C (-0.849, -2.185, -0.424)
O (-0.600, -2.919, -1.368)
N (-2.083, -2.049, 0.095)
C (-2.454, -1.172, 1.181)
C (-3.157, -2.817, -0.496)
C (-3.584, -4.019, 0.359)
C (-2.389, -4.823, 0.878)
C (-2.886, -5.986, 1.733)
C (-3.783, -5.438, 2.840)
C (-4.897, -4.598, 2.216)
O (-4.386, -3.545, 1.430)
N (0.489, -1.229, 1.448)
O (1.654, -0.556, 1.577)
C (2.543, 3.476, -1.551)
Cl (3.517, 3.224, -2.951)
C (1.754, 4.609, -1.469)
H (-0.271, 6.472, -2.101)
H (-0.598, 7.630, -0.789)
H (1.078, 7.342, -1.315)
H (0.379, 4.040, 1.552)
H (1.776, 2.046, 1.409)
H (3.713, 0.848, 1.242)
H (4.245, -0.227, -0.079)
H (1.421, -0.805, -1.654)
H (-3.214, -1.673, 1.778)
H (-1.592, -0.952, 1.803)
H (-2.874, -0.240, 0.788)
H (-2.802, -3.182, -1.462)
H (-4.023, -2.165, -0.638)
H (-4.207, -4.676, -0.275)
H (-1.800, -5.178, 0.032)
H (-1.759, -4.171, 1.486)
H (-2.041, -6.528, 2.161)
H (-3.455, -6.682, 1.112)
H (-4.223, -6.248, 3.424)
H (-3.194, -4.807, 3.509)
H (-5.510, -4.120, 2.984)
H (-5.541, -5.242, 1.596)
H (1.772, 5.306, -2.290)

Cartesian forces, eV/Å:
C -0.018 0.122 -0.109
O -0.024 -0.135 0.188
C 0.143 -0.276 0.055
C -0.060 0.255 -0.164
C 0.132 -0.086 -0.060
C 0.022 0.185 -0.212
O -0.106 0.175 -0.108
C 0.091 -0.135 0.304
C -0.529 -0.315 -0.827
C 0.373 0.230 0.585
C 0.928 0.413 0.217
C -0.334 -0.136 0.061
O 0.284 0.028 -0.098
N -0.070 -0.142 -0.060
C -0.048 0.371 0.329
C -0.205 -0.471 -0.046
C 0.385 0.094 -0.319
C -0.378 -0.130 -0.089
C 0.101 0.200 0.167
C -0.161 0.029 -0.320
C -0.051 -0.204 0.409
O 0.056 0.129 -0.118
N -0.868 -0.589 0.117
O 0.604 0.310 -0.135
C 0.021 -0.307 0.284
Cl 0.094 0.036 -0.212
C -0.165 0.144 0.121
H 0.023 0.009 0.019
H 0.060 -0.024 -0.079
H -0.022 -0.019 -0.008
H -0.077 0.018 0.114
H 0.003 -0.098 0.079
H 0.001 -0.061 -0.100
H -0.128 0.132 0.147
H 0.074 0.008 -0.255
H 0.087 0.095 0.015
H -0.233 0.035 -0.006
H -0.019 0.018 0.050
H -0.145 0.064 0.116
H 0.029 -0.009 -0.034
H 0.062 0.076 0.041
H 0.070 0.045 -0.039
H 0.052 0.045 -0.024
H -0.019 -0.077 -0.044
H 0.010 -0.075 -0.012
H -0.023 0.003 0.078
H -0.009 0.008 0.082
H -0.021 -0.111 -0.069
H 0.008 0.050 0.049
H -0.003 0.074 -0.076

Computed properties:
Total charge   0
Lowest unoccupied orbital energy   0.0261 Eh
Multiplicity   1
SMILES string   COc1ccc(OCc2cc(C(=O)N(C)C[C@H]3CCCCO3)no2)c(Cl)c1
Energy above the lowest of the compared OMol25 structures with the same formula, charge and spin   59.05 kcal per mole



Record 2
Computed, not measured: a structure of composition C19H23ClN2O5 at a distorted geometry, with ωB97M-V/def2-TZVPD.

CARTESIAN COORDINATES (ANGSTROEM)
C (3.393, -3.403, 1.843)
H (4.233, -3.352, 2.418)
H (3.538, -3.252, 0.756)
H (3.075, -4.501, 1.793)
C (1.938, -2.630, 2.426)
C (0.886, -2.739, 1.674)
C (0.013, -3.544, 2.159)
C (-1.304, -4.052, 1.198)
O (-2.127, -4.809, 1.519)
O (-1.458, -3.333, 0.169)
C (-0.363, -2.438, -0.447)
C (-0.806, -1.744, -1.669)
C (-0.160, -0.782, -1.987)
C (1.317, -0.542, -1.349)
C (1.417, -1.198, -0.228)
C (0.738, -2.012, 0.444)
H (2.357, -0.857, 0.496)
Cl (2.406, 0.784, -1.776)
O (-0.391, -0.417, -3.233)
C (0.436, 0.676, -3.975)
C (0.361, 2.070, -3.545)
O (1.388, 2.974, -3.975)
N (-0.337, 2.331, -2.535)
H (-0.857, 1.712, -2.054)
C (-0.476, 3.424, -1.992)
H (0.320, 4.151, -2.188)
C (-0.161, 3.357, -0.182)
N (-0.784, 2.148, 0.188)
C (-0.204, 1.751, 1.485)
C (-1.137, 0.508, 2.018)
H (-0.701, -0.036, 2.745)
O (-2.544, 0.955, 2.198)
C (-2.998, 1.549, 1.171)
C (-2.299, 2.810, 0.700)
H (-2.722, 3.240, -0.200)
H (-1.955, 3.416, 1.366)
H (-4.134, 1.847, 1.409)
H (-2.970, 0.939, 0.505)
H (-1.198, -0.261, 1.116)
H (0.870, 1.300, 1.067)
H (-0.054, 2.376, 2.445)
H (1.222, 3.096, -0.262)
H (-0.067, 4.337, 0.278)
H (-1.485, 4.170, -1.725)
H (1.315, 0.286, -4.365)
H (-0.303, 0.559, -4.825)
H (-1.764, -1.997, -1.888)
H (0.023, -4.330, 3.129)
H (2.018, -3.077, 3.320)
H (2.495, -1.458, 2.363)

Cartesian forces, eV/Å:
C -5.429 -2.142 -2.885
H 2.018 0.798 1.631
H 0.289 0.692 0.662
H 0.424 1.123 0.474
C 13.674 5.231 0.467
C -3.420 0.611 -3.303
C -6.737 -6.901 0.394
C 4.593 2.332 4.396
O -1.780 -2.673 1.258
O 1.850 3.998 -6.048
C -2.108 0.066 3.415
C -3.853 -10.946 9.853
C 12.434 8.714 -4.204
C -4.670 1.579 -3.310
C 10.473 6.315 2.666
C -9.463 -7.968 -1.487
H -1.651 -0.502 -2.201
Cl -0.672 -1.209 0.338
O 0.770 3.878 -2.088
C -5.252 -2.156 -1.684
C 9.582 3.245 -3.642
O -5.966 -4.714 1.437
N -1.825 -4.926 -2.461
H -2.040 -4.014 1.280
C -0.808 15.157 10.301
H -0.498 -0.199 -0.730
C 6.269 -1.916 -5.896
N -2.870 3.412 3.682
C 1.286 -4.488 0.390
C -1.511 1.859 -6.467
H 0.708 -1.278 3.315
O 5.019 -2.941 7.047
C -5.287 10.177 3.386
C 0.958 -6.081 -4.934
H -0.207 0.134 0.162
H 1.318 4.046 4.263
H 2.081 -0.662 -0.596
H -0.366 -6.848 -9.171
H 0.180 1.498 1.454
H -2.402 1.023 1.798
H -0.276 0.120 -2.090
H -3.846 0.514 0.395
H -1.206 -0.056 0.440
H 1.892 -2.726 -2.178
H 1.911 -0.421 0.119
H 1.104 0.830 0.135
H -2.480 -0.743 -1.641
H 0.483 2.795 -2.623
H -0.689 -0.723 3.534
H -2.003 -2.916 0.945

Computed properties:
Total charge   0
Lowest unoccupied orbital energy   -0.0191 Eh
Multiplicity   1
Energy above the lowest of the compared OMol25 structures with the same formula, charge and spin   464.86 kcal per mole



Record 3
Computed, not measured: a structure of composition C19H23F4N2Ti, with ωB97M-V/def2-TZVPD.

CARTESIAN COORDINATES (ANGSTROEM)
Ti (0.647, 0.386, 0.474)
C (1.129, 1.353, 3.945)
C (1.561, 1.322, 2.509)
C (2.300, 0.220, 2.013)
C (2.985, 0.343, 0.742)
C (2.703, 1.395, -0.093)
C (1.650, 2.291, 0.246)
C (1.173, 2.309, 1.613)
H (1.954, 1.728, 4.553)
H (0.883, 0.355, 4.309)
H (0.274, 2.010, 4.095)
H (2.542, -0.602, 2.671)
H (3.693, -0.418, 0.445)
H (3.178, 1.466, -1.060)
H (1.376, 3.087, -0.431)
H (0.538, 3.118, 1.949)
C (-3.698, -0.767, -0.340)
C (-2.184, -0.775, -0.190)
N (-1.567, 0.562, 0.075)
C (-2.222, 1.251, 1.207)
C (-2.030, 0.450, 2.482)
C (-1.544, 1.405, -1.148)
C (-0.634, 0.758, -2.198)
N (0.408, 0.045, -1.466)
C (0.919, -1.112, -2.018)
C (1.276, -2.120, -1.127)
F (1.044, -1.821, 0.206)
C (1.786, -3.341, -1.491)
F (2.087, -4.237, -0.551)
C (1.969, -3.620, -2.833)
C (1.621, -2.644, -3.748)
F (1.798, -2.870, -5.047)
C (1.113, -1.410, -3.366)
F (0.837, -0.494, -4.303)
H (-4.025, -1.763, -0.639)
H (-4.214, -0.522, 0.587)
H (-4.033, -0.074, -1.112)
H (-1.897, -1.441, 0.626)
H (-1.721, -1.171, -1.090)
H (-1.740, 2.226, 1.302)
H (-3.278, 1.438, 0.998)
H (-0.998, 0.071, 2.535)
H (-2.194, 1.064, 3.365)
H (-2.689, -0.415, 2.538)
H (-2.548, 1.565, -1.547)
H (-1.151, 2.377, -0.842)
H (-1.205, 0.062, -2.819)
H (-0.245, 1.528, -2.869)
H (2.374, -4.567, -3.158)

Cartesian forces, eV/Å:
Ti -0.047 -0.158 -0.644
C 0.007 0.002 -0.013
C -0.007 0.062 0.104
C -0.070 -0.031 -0.205
C -0.132 0.007 0.232
C 0.072 0.113 0.026
C -0.022 -0.082 0.144
C 0.064 0.017 -0.086
H -0.004 -0.001 0.006
H -0.001 0.000 0.000
H 0.004 0.005 0.000
H 0.010 -0.009 -0.008
H -0.008 -0.015 0.004
H -0.013 -0.003 -0.008
H 0.001 -0.001 -0.009
H -0.011 0.002 -0.011
C -0.031 -0.003 -0.058
C 0.004 0.051 0.094
N -0.028 0.057 0.104
C 0.107 0.057 -0.041
C 0.041 -0.040 -0.002
C 0.047 -0.045 0.085
C 0.005 -0.096 0.101
N 0.043 -0.073 -0.061
C -0.013 0.120 0.103
C 0.043 -0.016 0.017
F 0.039 -0.019 0.022
C -0.002 0.038 -0.035
F 0.005 -0.011 -0.005
C 0.003 -0.027 0.040
C 0.009 0.061 -0.038
F -0.007 -0.015 0.006
C 0.022 -0.072 -0.015
F -0.010 0.018 0.014
H 0.010 -0.001 0.002
H 0.014 -0.007 0.010
H 0.008 -0.002 0.000
H -0.005 -0.007 0.003
H 0.019 -0.002 0.008
H -0.024 0.012 0.008
H -0.018 -0.014 0.027
H -0.020 0.016 0.109
H -0.040 0.000 -0.004
H -0.022 0.015 0.008
H -0.010 0.032 0.024
H -0.027 0.029 -0.047
H -0.009 0.021 -0.019
H 0.005 0.012 0.009
H -0.001 0.002 -0.002

Computed properties:
Total charge   +1
Lowest unoccupied orbital energy (spin up / spin down)   -0.1228 / -0.1228 Eh
Multiplicity   1
Energy above the lowest of the compared OMol25 structures with the same formula, charge and spin   0.29 kcal per mole



Record 4
Computed, not measured: a structure of composition C19H23IMnN5O3S2 at a distorted geometry, with ωB97M-V/def2-TZVPD.

CARTESIAN COORDINATES (ANGSTROEM)
C (-0.660, 4.042, -0.837)
I (-2.832, 2.577, -1.764)
H (-0.084, 4.916, -0.507)
H (-1.590, 4.006, -0.266)
H (-0.835, 4.171, -1.893)
C (-0.180, -1.553, -3.210)
C (0.477, -0.534, -3.789)
N (0.267, 0.580, -3.008)
C (-0.468, 0.281, -1.892)
N (-0.789, -1.046, -2.085)
H (-0.294, -2.573, -3.531)
H (1.046, -0.504, -4.702)
C (-2.880, 1.749, 3.157)
C (-1.315, 1.572, 1.530)
N (-2.479, 1.058, 2.033)
H (-1.863, 3.374, 4.211)
N (-0.970, 2.529, 2.433)
H (-3.768, 1.507, 3.706)
Mn (-0.443, 1.006, -0.101)
C (0.215, 2.793, -0.559)
O (1.452, 2.810, -0.625)
C (-1.937, 2.671, 3.408)
C (0.228, 3.338, 2.447)
H (0.361, 3.659, 3.484)
H (0.113, 4.221, 1.804)
H (1.114, 2.773, 2.141)
C (-3.220, -0.071, 1.505)
H (-4.051, -0.252, 2.197)
H (-2.592, -0.977, 1.463)
H (-3.620, 0.156, 0.503)
C (-1.795, -1.792, -1.361)
H (-2.797, -1.655, -1.809)
H (-1.832, -1.451, -0.322)
H (-1.506, -2.848, -1.353)
C (0.666, 1.884, -3.491)
H (-0.189, 2.568, -3.532)
H (1.042, 1.731, -4.509)
H (1.455, 2.326, -2.876)
O (-0.573, -4.350, 0.158)
S (0.076, -3.701, 1.270)
O (-0.169, -4.185, 2.602)
N (-0.122, -1.999, 1.169)
C (1.040, -1.391, 1.011)
S (1.272, 0.331, 0.944)
C (2.183, -2.260, 0.787)
C (3.463, -1.904, 0.359)
C (4.400, -2.917, 0.196)
C (4.042, -4.257, 0.430)
C (2.739, -4.620, 0.795)
C (1.813, -3.598, 0.945)
H (3.712, -0.858, 0.170)
H (5.410, -2.658, -0.110)
H (4.811, -5.014, 0.308)
H (2.460, -5.661, 0.965)

Cartesian forces, eV/Å:
C 2.211 1.045 1.434
I -2.824 -1.557 -1.165
H 0.372 0.214 0.105
H 0.499 0.211 -0.269
H -0.089 0.071 -0.066
C -0.331 -0.049 -0.165
C -0.132 -0.077 -0.200
N -0.108 -0.324 0.005
C 0.560 -1.298 -1.742
N 0.295 0.321 -0.450
H -0.013 -0.040 0.113
H 0.034 0.026 0.046
C 0.043 -0.148 0.081
C -0.743 0.387 0.826
N 0.046 0.444 0.211
H 0.087 0.188 0.145
N -0.368 -0.006 0.173
H -0.171 -0.063 0.017
Mn -2.040 1.984 -0.876
C -0.398 -0.741 -0.115
O -0.480 1.190 -0.184
C 0.001 -0.254 0.072
C 0.206 0.293 -0.068
H 0.115 0.078 -0.134
H 0.093 -0.229 0.101
H -0.365 -0.012 -0.056
C -0.132 -0.225 -0.298
H 0.123 -0.041 -0.244
H -0.090 0.448 0.134
H 0.177 0.014 0.296
C -0.326 -0.050 0.315
H 0.433 0.020 -0.024
H 0.164 -0.188 -0.354
H -0.161 0.251 0.128
C 0.382 0.368 0.054
H 0.034 -0.230 0.142
H -0.063 0.136 0.146
H -0.181 -0.105 -0.020
O -0.927 -0.706 -0.117
S 2.382 3.554 -0.688
O -0.705 -0.570 0.417
N -1.538 -1.969 0.871
C 2.124 -0.692 -0.537
S 2.705 -1.447 1.578
C -1.713 1.613 0.254
C 1.294 -0.425 -0.061
C -0.657 0.981 0.073
C 0.160 -0.859 0.089
C 0.050 0.506 -0.039
C 0.158 -1.664 0.054
H -0.150 -0.292 0.100
H -0.038 -0.121 -0.032
H -0.099 -0.133 0.030
H 0.092 0.171 -0.105

Computed properties:
Total charge   -2
Lowest unoccupied orbital energy (spin up / spin down)   0.1723 / 0.1686 Eh
Multiplicity   5
⟨S²⟩   6.133



Record 5
Computed, not measured: a structure of composition C19H23IN5O5Ti at a distorted geometry, with ωB97M-V/def2-TZVPD.

CARTESIAN COORDINATES (ANGSTROEM)
C (-1.776, 4.291, 0.605)
I (0.164, 3.323, -2.178)
H (-1.098, 5.129, 0.253)
H (-1.576, 4.180, 1.724)
H (-2.831, 4.550, 0.203)
C (-1.409, -0.858, -3.851)
C (-0.165, -0.461, -4.209)
N (0.259, 0.409, -3.233)
C (-0.701, 0.579, -2.269)
N (-1.741, -0.215, -2.681)
H (-2.088, -1.537, -4.347)
H (0.496, -0.746, -5.033)
C (1.259, 2.039, 3.657)
C (0.661, 1.919, 1.485)
N (0.348, 1.547, 2.768)
H (3.021, 3.277, 3.309)
N (1.787, 2.693, 1.669)
H (1.168, 1.828, 4.695)
Ti (-0.357, 1.432, -0.317)
C (-2.080, 2.836, 0.302)
O (-3.239, 2.525, 0.605)
C (2.145, 2.738, 2.987)
C (2.549, 3.340, 0.641)
H (3.321, 2.664, 0.211)
H (3.068, 4.231, 1.035)
H (1.891, 3.659, -0.202)
C (-0.814, 0.771, 3.153)
H (-1.010, 0.945, 4.231)
H (-0.645, -0.320, 3.016)
H (-1.718, 1.072, 2.583)
C (-3.034, -0.378, -2.044)
H (-3.795, -0.462, -2.818)
H (-3.247, 0.479, -1.411)
H (-3.078, -1.289, -1.437)
C (1.562, 1.018, -3.300)
H (1.490, 2.082, -3.083)
H (1.944, 0.973, -4.317)
H (2.257, 0.595, -2.578)
O (0.996, -0.219, -0.230)
C (0.028, -0.984, 0.172)
O (-1.139, -0.465, 0.392)
C (0.260, -2.443, 0.416)
C (-0.647, -3.181, 1.208)
C (-0.448, -4.537, 1.426)
C (0.640, -5.185, 0.876)
C (1.549, -4.494, 0.095)
C (1.386, -3.116, -0.133)
N (0.786, -6.545, 1.050)
O (-0.025, -7.179, 1.732)
O (1.727, -7.165, 0.550)
H (-1.491, -2.648, 1.667)
H (-1.141, -5.111, 2.010)
H (2.387, -5.040, -0.344)
H (2.141, -2.549, -0.712)

Cartesian forces, eV/Å:
C -1.707 2.023 0.605
I -1.249 3.926 0.647
H -0.050 -1.948 -0.297
H -1.005 0.759 -0.984
H 1.213 1.022 1.740
C -0.076 -0.288 -0.693
C -0.065 -0.373 -0.125
N -0.623 -0.387 -0.070
C -0.602 -1.105 -0.732
N 1.058 0.252 -0.435
H 0.097 0.082 0.094
H -0.539 0.109 0.434
C -1.109 -0.995 1.255
C 0.483 1.211 1.533
N -0.100 0.080 -1.053
H -0.077 -0.039 0.065
N -0.612 -0.537 -0.119
H 0.054 -0.043 0.516
Ti -0.863 -1.616 0.098
C 1.255 -2.320 -0.646
O 0.450 0.088 -0.188
C 1.686 1.172 -0.543
C 0.417 0.341 -1.349
H -0.421 0.235 0.290
H -0.304 -0.367 0.024
H 0.500 -0.260 0.818
C -0.777 -0.717 0.421
H 0.155 0.024 -0.560
H -0.087 0.752 -0.128
H 0.740 -0.171 0.183
C -0.014 -0.182 0.311
H -0.021 0.151 -0.111
H 0.083 0.045 0.091
H 0.270 0.210 0.006
C 0.984 -0.259 -0.260
H 0.652 -1.080 -0.496
H 0.037 -0.529 -0.102
H -0.009 -0.348 -0.003
O -0.516 1.209 -0.514
C 0.877 -4.782 0.976
O 0.320 1.795 -0.198
C -0.265 3.946 -0.824
C -0.580 -1.516 0.581
C -1.876 2.457 0.600
C 0.476 -2.709 0.022
C 1.488 2.889 -1.623
C 1.093 -1.854 0.145
N -0.314 1.985 -0.080
O -2.046 -0.934 1.549
O 2.270 -0.768 -1.371
H 0.287 -0.350 -0.260
H -0.152 -0.095 0.239
H -0.279 0.232 0.182
H -0.609 -0.426 0.337

Computed properties:
Total charge   -2
Lowest unoccupied orbital energy (spin up / spin down)   0.1430 / 0.1447 Eh
Multiplicity   2
⟨S²⟩   0.765



Number 1: total energy -1683.653698 a.u.. Number 2: total energy -1683.006999 a.u.. Number 3: total energy -2096.027882 a.u.. Number 4: total energy -3482.264261 a.u.. Number 5: total energy -2534.784513 a.u..